Record 1
{"formula": "C22H15Cl3FN2O2Ru", "method": "ωB97M-V with the def2-TZVPD basis set", "e_lumo_ev": [0.44, -1.11], "e_above_lowest_kj_mol": 0.0, "homo_ha": [-0.2522, -0.2989], "multiplicity": 6, "total_charge": 0, "species": ["Ru", "Cl", "C", "C", "C", "Cl", "C", "O", "C", "Cl", "C", "H", "H", "O", "C", "C", "C", "C", "C", "C", "C", "N", "C", "C", "N", "H", "H", "H", "H", "H", "H", "H", "F", "C", "C", "C", "C", "C", "C", "C", "H", "H", "H", "H", "H", "H"], "coordinates": [[-0.994989, -0.161408, 0.195712], [-3.357168, -4.116472, 6.022273], [-2.984058, -3.422942, 4.469279], [-2.198150, -2.291358, 4.396905], [-1.927259, -1.774123, 3.144682], [-0.938036, -0.331261, 3.018393], [-2.388183, -2.311291, 1.936645], [-2.117241, -1.805117, 0.765392], [-3.184524, -3.464513, 2.083281], [-3.809762, -4.209427, 0.650560], [-3.479252, -4.011647, 3.315471], [-1.808137, -1.823265, 5.289359], [-4.095345, -4.897729, 3.374768], [-0.694537, -0.551025, -1.773847], [0.281104, -0.392971, -2.645305], [-0.028899, -0.441934, -4.015502], [0.934681, -0.247876, -4.978589], [2.259395, 0.005903, -4.615830], [2.581115, 0.042636, -3.277625], [1.620054, -0.160014, -2.278009], [2.024451, -0.127356, -0.872615], [1.247125, -0.052314, 0.196301], [2.074422, -0.024864, 1.304247], [3.364551, -0.077674, 0.901677], [3.318151, -0.149054, -0.471995], [-1.060751, -0.635225, -4.279717], [0.659098, -0.286880, -6.025276], [3.018587, 0.173862, -5.366647], [3.606955, 0.263008, -3.003944], [1.684341, 0.034060, 2.304078], [4.289349, -0.079621, 1.449366], [4.109476, -0.227054, -1.083462], [2.861012, 3.794380, -0.117124], [1.592003, 3.337204, -0.068257], [0.975137, 3.204815, 1.159635], [-0.315347, 2.710470, 1.205191], [-1.002479, 2.324890, 0.025778], [-2.298755, 1.705477, 0.080137], [-0.334013, 2.532540, -1.212670], [0.947987, 3.027329, -1.258879], [1.507050, 3.486080, 2.058836], [-0.820627, 2.608256, 2.158639], [-2.874522, 1.622272, -0.832577], [-2.865493, 1.769649, 1.001067], [-0.842789, 2.264804, -2.129797], [1.464290, 3.166785, -2.199983]], "forces_ev_per_a": [[-0.368, -0.172, -0.373], [0.018, 0.034, -0.084], [-0.031, -0.052, 0.042], [0.014, 0.023, -0.003], [0.113, 0.166, -0.024], [0.000, 0.026, 0.279], [-0.034, -0.034, -0.141], [0.063, -0.016, 0.301], [-0.062, -0.074, -0.065], [0.028, 0.031, 0.061], [-0.038, -0.056, 0.019], [0.002, 0.005, -0.019], [0.006, 0.008, -0.004], [0.167, -0.030, -0.290], [-0.227, 0.027, 0.091], [-0.040, -0.007, -0.052], [0.037, 0.010, -0.025], [-0.095, -0.033, 0.009], [0.015, 0.018, 0.032], [0.176, -0.021, 0.130], [-0.058, 0.042, -0.095], [0.131, -0.096, 0.386], [-0.043, 0.052, -0.139], [0.021, -0.051, -0.091], [0.034, 0.050, 0.049], [0.018, 0.004, -0.011], [0.003, 0.002, 0.011], [-0.003, -0.001, -0.003], [-0.011, 0.000, 0.000], [-0.006, -0.010, -0.009], [-0.006, 0.001, -0.010], [0.025, -0.005, -0.010], [0.039, 0.013, -0.006], [0.008, 0.003, -0.040], [-0.055, -0.012, 0.026], [0.035, 0.012, 0.053], [-0.129, 0.191, 0.031], [0.288, -0.212, -0.039], [0.007, 0.050, 0.010], [-0.001, -0.006, 0.010], [-0.008, -0.001, -0.004], [0.010, 0.010, -0.001], [-0.021, 0.073, -0.012], [-0.018, 0.028, 0.008], [0.001, 0.007, -0.011], [-0.006, 0.001, 0.010]]}

***

Record 2
{"formula": "C22H15DyO5P", "method": "ωB97M-V with the def2-TZVPD basis set", "e_lumo_ev": [-13.70, -10.50], "e_above_lowest_kj_mol": 78.6, "homo_ha": [-0.6447, -0.6545], "multiplicity": 6, "total_charge": 3, "species": ["O", "C", "Dy", "O", "C", "C", "O", "C", "O", "O", "P", "C", "C", "C", "C", "C", "C", "C", "C", "C", "C", "C", "C", "C", "C", "C", "C", "C", "C", "H", "H", "H", "H", "H", "H", "H", "H", "H", "H", "H", "H", "H", "H", "H"], "coordinates": [[-0.106955, -2.012084, -0.466156], [-0.019187, -0.929464, -0.108743], [0.909967, 1.463764, 0.902537], [-3.431934, -0.681026, -2.254796], [-2.791499, 0.068690, -1.662210], [2.157573, 0.289572, -0.758129], [2.757924, -0.143950, -1.680819], [0.055767, 3.240455, -0.682533], [-0.104481, 4.056497, -1.509386], [0.249430, 0.868977, 2.854161], [0.028998, -0.026598, 4.148081], [-1.563009, -0.776497, 4.091755], [-2.144463, -1.284743, 2.906286], [-3.506936, -1.653285, 2.966710], [-4.262332, -1.616114, 4.159756], [-3.589775, -1.253901, 5.350299], [-2.244264, -0.842932, 5.326029], [1.483375, -1.037365, 4.102818], [2.090252, -1.213199, 5.349283], [3.392534, -1.691313, 5.423554], [4.065745, -2.079215, 4.252429], [3.433008, -1.994629, 3.000250], [2.142701, -1.458719, 2.924954], [0.123901, 1.257338, 5.332386], [-1.072120, 1.884381, 5.728943], [-1.045673, 2.800143, 6.791732], [0.185792, 3.199614, 7.347763], [1.377857, 2.659777, 6.835139], [1.355895, 1.753990, 5.772918], [-1.623579, -1.224704, 1.905871], [-4.028466, -2.009035, 2.071260], [-5.340602, -1.896897, 4.197109], [-4.118203, -1.222901, 6.312201], [-1.731613, -0.648136, 6.280920], [1.553144, -0.912283, 6.247974], [3.850745, -1.788096, 6.406999], [5.075591, -2.488079, 4.326031], [3.966470, -2.309237, 2.087972], [1.663741, -1.339548, 1.925765], [-2.029923, 1.651315, 5.255291], [-1.991493, 3.152350, 7.219534], [0.206002, 3.859487, 8.228135], [2.326216, 2.904606, 7.301440], [2.293680, 1.422792, 5.332888]], "forces_ev_per_a": [[0.108, 3.153, 1.058], [-0.455, -3.536, -1.199], [-0.678, 0.301, 2.308], [1.986, 2.432, 1.880], [-1.933, -2.411, -1.855], [5.216, -3.507, -7.594], [-3.667, 2.638, 5.812], [-1.277, 5.651, -5.833], [0.817, -4.639, 4.783], [-0.708, -0.346, 0.955], [0.657, -0.802, -4.312], [-0.194, -0.424, 0.633], [-0.702, 0.909, -0.227], [-0.122, -0.366, -0.067], [0.892, 0.112, 0.490], [-0.051, 0.263, -0.064], [-0.766, -0.651, -0.327], [0.464, -0.267, 0.703], [0.268, -0.033, -0.330], [0.131, -0.450, -0.194], [-0.302, -0.082, 0.293], [-0.161, 0.222, 0.111], [-0.062, 0.375, -0.239], [0.343, 0.757, 0.797], [-1.227, 1.761, 1.656], [-0.806, -0.799, -0.793], [-1.039, -0.192, 0.892], [1.181, -1.049, -1.234], [0.803, 1.033, 1.004], [-0.637, -0.229, 1.421], [0.407, 0.214, 0.220], [1.090, 0.269, -0.202], [0.189, -0.225, -0.507], [-0.319, 0.107, -0.493], [0.250, -0.179, -0.009], [0.087, -0.041, -0.340], [-0.298, 0.203, -0.059], [-0.393, 0.118, 0.600], [0.286, -0.183, 0.823], [0.404, -0.038, 0.234], [0.455, 0.084, -0.335], [0.020, -0.113, -0.599], [-0.044, 0.154, -0.146], [-0.214, -0.195, 0.284]]}

***

Record 3
{"formula": "C22H15F5N2O3S", "method": "ωB97M-V with the def2-TZVPD basis set", "e_lumo_ev": -0.33, "e_above_lowest_kj_mol": 272.9, "homo_ha": -0.3438, "total_charge": 0, "species": ["C", "S", "O", "O", "C", "C", "C", "C", "C", "C", "C", "C", "F", "C", "F", "C", "C", "C", "O", "N", "C", "C", "C", "C", "C", "F", "F", "F", "C", "N", "C", "C", "C", "H", "H", "H", "H", "H", "H", "H", "H", "H", "H", "H", "H", "H", "H", "H"], "coordinates": [[-0.002701, -4.826102, -2.557894], [-0.170594, -5.603284, -0.937318], [-1.266535, -6.539133, -1.065495], [0.998683, -6.349884, -0.504320], [-0.593369, -4.127900, 0.133369], [-1.885822, -3.933421, 0.671674], [-2.223139, -2.717933, 1.191667], [-1.228817, -1.631308, 1.188416], [-1.595122, -0.289075, 1.816143], [-2.546198, 0.621215, 1.149513], [-2.697439, 1.945957, 1.592029], [-1.849454, 2.508395, 2.560364], [-2.015622, 3.816647, 2.844695], [-0.963712, 1.593601, 3.322574], [-0.118650, 2.006798, 4.305472], [-0.883849, 0.219971, 2.983820], [0.084968, -1.905985, 0.854280], [1.258412, -0.994283, 0.912675], [1.900301, -1.229851, 1.928476], [1.645554, -0.094402, -0.076775], [2.294948, 1.200689, 0.491182], [1.804468, 2.167715, -0.510391], [1.986882, 3.540487, -0.548669], [1.281057, 4.269186, -1.521086], [1.325572, 5.737962, -1.734264], [2.354760, 6.364744, -2.440653], [0.100040, 6.201211, -2.033611], [1.422053, 6.217096, -0.459740], [0.395097, 3.548429, -2.382024], [0.360633, 2.210569, -2.426959], [1.082929, 1.583700, -1.437259], [1.001466, 0.138823, -1.350273], [0.380881, -3.173844, 0.313863], [-0.960718, -4.670099, -3.031554], [0.515367, -5.519045, -3.117615], [0.530543, -3.875031, -2.583955], [-2.553633, -4.779825, 0.574738], [-3.238844, -2.549867, 1.673163], [-3.250338, 0.186676, 0.409563], [-3.282577, 2.663816, 1.015328], [-0.116719, -0.460360, 3.238178], [3.365248, 1.184698, 0.539692], [1.877668, 1.449326, 1.488863], [2.644501, 3.940177, 0.149495], [-0.300591, 4.023199, -3.107238], [1.645818, -0.325304, -2.156436], [0.033299, -0.311826, -1.443290], [1.453295, -3.433321, 0.077586]], "forces_ev_per_a": [[-0.393, 1.467, 1.109], [-0.485, -1.689, 0.706], [-0.988, 1.323, 0.012], [0.422, 2.170, -0.285], [0.149, -0.481, -0.092], [0.601, -0.891, -1.212], [0.299, 1.966, 0.769], [-1.840, -0.385, 1.760], [-0.901, 2.606, -0.260], [0.759, -1.847, 1.594], [1.393, 0.072, -0.399], [0.500, -2.457, 1.374], [0.618, -0.764, 0.127], [-0.800, 0.175, -1.132], [-0.902, 0.276, -0.738], [-1.506, 0.909, -3.601], [-0.876, -0.778, -2.174], [0.496, -0.243, 0.602], [0.601, 1.301, -0.341], [0.461, 0.109, 3.213], [-1.212, -1.062, -0.122], [1.231, 1.735, 1.574], [-1.183, 0.168, -1.746], [-0.148, -1.929, -1.595], [0.149, 1.733, 2.991], [-2.187, -1.550, 0.557], [0.461, 0.051, -1.997], [1.251, 0.645, 0.433], [0.435, -0.892, -0.429], [0.614, 0.684, 1.572], [-3.606, 0.474, -4.441], [1.720, -1.744, -0.484], [1.329, -0.573, -0.282], [-0.494, -0.105, 0.359], [1.254, -1.646, -1.232], [0.128, -0.154, 0.440], [-0.318, 0.168, 0.188], [1.492, -0.107, -0.819], [0.813, 0.559, 0.256], [-0.241, -0.334, 0.333], [0.842, -0.134, 1.371], [0.605, -0.445, 0.101], [0.308, -0.514, -0.420], [0.951, 1.238, 0.995], [0.839, 0.014, 0.662], [-0.673, 0.398, 0.523], [-0.710, 0.045, 0.147], [-1.261, 0.433, 0.032]]}